No. 1
Below is a molecular structure, C8H18BClN2O4Pb in a non-equilibrium geometry, with properties calculated with ωB97M-V/def2-TZVPD.

The calculated total energy is -38183.6151 eV. The spin multiplicity is 2. Its HOMO energy (spin up / spin down) is -13.08 / -13.08 eV. The value obtained for the max |F| is 5.728 eV Å⁻¹. Its total charge is +1. For the frontier orbital gap (spin up / spin down), the calculation gives 8.85 / 3.94 eV. The expectation value of S² is 0.76.

Element x y z (Å)
Pb  0.9196  -1.8487  -0.9934
Cl  -2.0168  -2.3509  -2.7105
O  -1.7294  -2.8980  -1.4520
O  -2.4869  -1.0169  -2.4751
O  -0.7268  -2.3043  -3.3660
O  -2.9630  -3.1531  -3.4751
B  2.2203  -3.8377  -1.7878
H  2.5587  -4.8056  -2.1239
H  2.4445  -2.9570  -2.3695
H  1.1961  -4.0332  -1.5105
H  2.6775  -3.7449  -0.8149
C  -0.0707  0.1572  4.5880
C  -1.0367  -1.0874  4.3768
C  -1.8920  -0.9263  3.0904
C  -1.0896  -0.7584  1.8532
N  -0.4201  -0.6536  0.8910
H  0.5859  0.2758  3.7261
H  0.5241  0.1831  5.5011
H  -0.6643  1.0651  4.4816
H  -1.7518  -1.1660  5.1956
H  -0.5094  -2.0410  4.3514
H  -2.5258  -0.0652  3.3024
H  -2.4759  -1.8364  2.9529
C  -0.2844  4.2454  -1.9777
C  0.9701  3.8561  -1.1493
C  1.6708  2.7238  -1.9161
C  1.0626  1.4660  -1.9749
N  0.5668  0.4385  -2.0803
H  0.0445  4.2899  -3.0160
H  -0.6567  5.2527  -1.7912
H  -1.0765  3.5081  -1.8473
H  0.6787  3.6695  -0.1157
H  1.5514  4.7750  -1.2256
H  2.5494  2.5349  -1.2993
H  2.1558  3.0435  -2.8385

***

No. 2
Below is a molecular structure, C8H18CaClN in a non-equilibrium geometry, with properties calculated with ωB97M-V/def2-TZVPD.

The calculated total energy is -41025.3794 eV. Its HOMO energy is -17.05 eV. The value obtained for the max |F| is 1.718 eV Å⁻¹. Its total charge is +2. For the frontier orbital gap, the calculation gives 8.46 eV.

Element x y z (Å)
Ca  -5.0041  -4.0154  -1.3241
Cl  -3.1184  -2.4802  -0.4533
C  0.9190  -2.8965  -0.1338
C  0.6923  -1.4344  -0.5276
C  0.4794  -0.6600  0.7927
N  0.0475  0.7784  0.6908
C  -0.3658  1.1655  2.0784
C  -1.0675  1.0303  -0.3155
C  -0.3485  1.4353  -1.5620
C  0.8788  2.2362  -1.0863
C  1.2391  1.6727  0.2709
H  0.1806  -3.1674  0.6248
H  1.9194  -2.9854  0.2900
H  0.8444  -3.6189  -0.9420
H  -0.1562  -1.2769  -1.1882
H  1.6148  -1.0682  -0.9854
H  1.3529  -0.7476  1.4346
H  -0.3388  -1.1843  1.2911
H  -0.7182  2.1943  2.0699
H  0.4843  1.1428  2.7600
H  -1.0897  0.4448  2.4492
H  -1.5757  1.9213  0.0639
H  -1.7548  0.1890  -0.3145
H  -0.8791  2.0352  -2.3016
H  -0.0465  0.5722  -2.1643
H  0.5646  3.2704  -0.9393
H  1.6537  2.1166  -1.8355
H  1.5202  2.3594  1.0617
H  2.0722  0.9707  0.1956

***

No. 3
Below is 8 unconnected molecules or ions with the total composition C8H18Cl12N2O4 in a non-equilibrium geometry, with properties calculated with ωB97M-V/def2-TZVPD.

The calculated total energy is -170021.3937 eV. Its HOMO energy is -10.49 eV. The calculation puts the energy above the lowest of the compared OMol25 structures with the same formula, charge and spin at 0.821 eV. The value obtained for the max |F| is 1.591 eV Å⁻¹. Its total charge is 0. As for the SMILES: C[N+](=O)[O-].C[N+](=O)[O-].ClCCl.ClCCl.ClCCl.ClCCl.ClCCl.ClCCl. For the frontier orbital gap, the calculation gives 10.31 eV.

Element x y z (Å)
C  1.0702  -0.3714  0.9162
N  0.5068  0.7768  0.1157
O  1.1684  1.2493  -0.7822
O  -0.6293  1.1161  0.3985
H  0.3862  -1.1846  0.6968
H  1.1164  -0.0398  1.9441
H  2.0559  -0.5654  0.5036
C  -3.5874  0.8992  -1.2359
N  -4.3908  -0.2472  -1.7443
O  -4.6524  -0.2192  -2.9335
O  -4.7897  -1.0841  -0.9541
H  -2.8654  1.2072  -1.9812
H  -3.1287  0.7122  -0.2685
H  -4.2810  1.7087  -1.0017
Cl  -1.4390  -4.6957  -0.8020
C  -2.3283  -3.2429  -1.3450
Cl  -1.8982  -1.8734  -0.3494
H  -2.0585  -3.1140  -2.3860
H  -3.4009  -3.3552  -1.2237
Cl  3.4119  -3.0053  0.1553
C  1.9140  -3.8769  0.5098
Cl  1.5017  -3.7437  2.2037
H  1.1227  -3.4018  -0.0637
H  1.9456  -4.9189  0.2094
Cl  -3.7224  -0.4600  3.9089
C  -2.3823  0.6254  4.2508
Cl  -0.8270  -0.1622  3.8828
H  -2.4827  1.5420  3.6856
H  -2.3218  0.7904  5.3198
Cl  3.6578  -0.3131  -3.4514
C  2.3666  0.8825  -3.5505
Cl  2.9360  2.5678  -3.5102
H  1.8114  0.7132  -4.4661
H  1.6891  0.7758  -2.7094
Cl  -0.3779  5.1717  -3.1096
C  0.0645  3.4291  -2.9625
Cl  -1.0182  2.4519  -3.9860
H  1.1205  3.4036  -3.1972
H  -0.1391  3.1192  -1.9471
Cl  3.6881  0.2232  3.3481
C  4.5929  1.3591  4.3999
Cl  5.2921  2.6879  3.4948
H  3.9136  1.6915  5.1749
H  5.3887  0.7714  4.8428

***

No. 4
Below is a molecular structure, C8H18ClCoIO2P in a non-equilibrium geometry, with properties calculated with ωB97M-V/def2-TZVPD.

The calculated total energy is -80201.5266 eV. The spin multiplicity is 5. Its HOMO energy (spin up / spin down) is -16.49 / -16.62 eV. The calculation puts the energy above the lowest of the compared OMol25 structures with the same formula, charge and spin at 0.000 eV. The value obtained for the max |F| is 5.216 eV Å⁻¹. Its total charge is +2. For the frontier orbital gap (spin up / spin down), the calculation gives 6.99 / 5.29 eV. The expectation value of S² is 6.07.

Element x y z (Å)
C  -1.8260  2.7774  0.7994
I  -3.1978  1.3459  -0.8373
H  -1.0422  2.5160  1.4884
H  -2.7694  2.8343  1.3894
H  -1.6418  3.6996  0.2168
Co  -1.0748  1.1669  0.0668
P  0.6447  1.8134  -1.0834
C  0.3657  1.9588  -2.8869
C  1.1143  3.4873  -0.5092
H  2.5207  0.7502  0.0293
H  3.0446  1.4542  -1.5383
H  2.1329  -0.0819  -1.4911
C  2.2556  0.8994  -1.0222
H  1.5272  3.3924  0.5048
H  1.8437  3.9422  -1.1810
H  1.1724  2.5193  -3.3693
H  -0.5890  2.4642  -3.0481
H  0.2091  4.0966  -0.4629
H  0.2992  0.9503  -3.3189
C  -0.7983  -0.5054  -0.9502
O  -0.6206  -1.1705  -1.8839
Cl  0.3099  0.7376  1.7551
C  0.7096  -2.5753  1.5989
C  -0.6669  -2.7760  1.0964
C  -1.2996  -4.1560  1.2938
O  -1.3171  -1.8957  0.4861
H  0.8831  -3.2805  2.4028
H  0.9076  -1.5717  1.9786
H  1.4420  -2.7287  0.8077
H  -2.2969  -3.9961  1.7119
H  -1.4014  -4.6017  0.2999
H  -0.6907  -4.7958  1.9428

***

No. 5
Below is a molecular structure, C8H18ClN2O6S2Sm in a non-equilibrium geometry, with properties calculated with ωB97M-V/def2-TZVPD.

The calculated total energy is -75925.1340 eV. The spin multiplicity is 6. Its HOMO energy (spin up / spin down) is -15.77 / -15.67 eV. The value obtained for the max |F| is 2.661 eV Å⁻¹. Its total charge is +2. For the frontier orbital gap (spin up / spin down), the calculation gives 6.27 / 6.28 eV. The expectation value of S² is 9.20.

Element x y z (Å)
C  3.7085  -3.1919  0.3551
C  4.1017  -1.7154  0.1888
C  3.2643  -0.9889  -0.8587
Cl  4.0459  0.4284  -1.5699
S  1.6815  -0.4480  -0.2285
O  1.2049  -1.3052  0.8168
O  0.8037  -0.0862  -1.2942
N  2.1762  0.8947  0.6819
S  1.5800  2.4231  0.4370
O  1.7799  2.7492  -0.9200
O  1.9823  3.2238  1.5271
O  -0.0179  2.2408  0.5973
C  -0.6426  1.2397  1.4127
C  -2.0927  1.7259  1.5025
N  -3.0573  0.9489  0.8052
C  -2.9559  1.0248  -0.6788
C  -2.6382  -0.3216  -1.4102
C  -2.6876  -1.5230  -0.4859
O  -3.6202  -0.5021  -2.4144
H  4.5956  -3.8224  0.3653
H  3.1731  -3.3570  1.2885
H  3.0531  -3.5404  -0.4457
H  5.1379  -1.6071  -0.1293
H  3.9934  -1.1933  1.1418
H  2.9549  -1.6504  -1.6741
H  -0.1671  1.1472  2.3908
H  -0.6327  0.2650  0.9218
H  -2.4081  1.8628  2.5496
H  -2.0024  2.7330  1.0289
H  -4.0091  1.1000  1.1226
H  -2.1624  1.7514  -0.9270
H  -3.9121  1.3575  -1.0946
H  -1.6469  -0.2501  -1.8661
H  -1.8978  -1.5059  0.2663
H  -2.5414  -2.4130  -1.0969
H  -3.6619  -1.6119  -0.0032
H  -3.3005  -0.2010  -3.2755
Sm  -3.1824  4.1184  0.9728

***

No. 6
Below is 2 unconnected molecules or ions with the total composition C8H18ClN5 in a non-equilibrium geometry, with properties calculated with ωB97M-V/def2-TZVPD.

The calculated total energy is -28540.4338 eV. Its HOMO energy (spin up / spin down) is -17.05 / -15.67 eV. The calculation puts the energy above the lowest of the compared OMol25 structures with the same formula, charge and spin at 4.150 eV. The value obtained for the max |F| is 3.317 eV Å⁻¹. Its total charge is +2. For the frontier orbital gap (spin up / spin down), the calculation gives 8.51 / 7.08 eV.

Element x y z (Å)
C  -0.8055  -1.4548  -0.0738
C  -2.6685  -0.0714  0.4340
C  -0.4617  0.8688  0.3029
C  0.1023  3.3146  -0.2804
C  2.1937  -1.1569  -0.8609
C  1.5801  -1.9595  1.5510
C  0.3046  2.1625  0.6459
C  1.5495  -0.8401  0.4533
N  0.0422  -0.4512  0.2143
N  -2.1763  -1.2274  -0.0857
N  -1.8673  0.9487  0.7756
N  -0.4418  -2.6103  -0.5217
N  -0.7822  0.8461  -2.0054
Cl  -4.4175  -0.2102  0.6149
H  0.9128  3.2455  -1.0434
H  0.3767  4.1365  0.3734
H  -0.9049  3.5241  -0.6765
H  2.1481  -2.1392  -1.2478
H  1.7971  -0.6002  -1.7002
H  3.1432  -0.8087  -0.9601
H  0.9373  -1.6360  2.4261
H  2.6628  -2.0486  2.0976
H  1.3342  -2.9309  1.1259
H  -0.0072  2.4418  1.6837
H  1.3744  1.8401  0.5835
H  1.7638  0.1535  0.9322
H  -2.8387  -1.9319  -0.4214
H  -2.3635  1.9018  1.0165
H  0.5303  -2.6469  -0.8389
H  -1.0214  -3.4861  -0.3130
H  -1.7856  1.1863  -1.9105
H  -0.2108  1.6402  -2.2911

***

No. 7
Below is 2 unconnected molecules or ions with the total composition C8H18FN in a non-equilibrium geometry, with properties calculated with ωB97M-V/def2-TZVPD.

The calculated total energy is -12793.2203 eV. Its HOMO energy is -9.71 eV. The calculation puts the energy above the lowest of the compared OMol25 structures with the same formula, charge and spin at 0.064 eV. The value obtained for the max |F| is 4.199 eV Å⁻¹. Its total charge is 0. As for the SMILES: CCC(F)CC.C=NCC. For the frontier orbital gap, the calculation gives 10.73 eV.

Element x y z (Å)
C  -2.0463  2.5656  -2.1904
C  -1.2870  1.9678  -1.0073
C  -0.6712  0.6607  -1.3218
F  0.1051  0.7365  -2.5011
C  -1.6697  -0.4744  -1.4097
C  -1.7154  -1.3969  -0.2006
H  -2.6408  3.4858  -1.9440
H  -2.7255  1.7938  -2.5670
H  -1.2726  2.6701  -3.0343
H  -0.4616  2.7956  -0.8671
H  -1.9218  1.9638  -0.1434
H  0.1648  0.4946  -0.6017
H  -1.5860  -0.9611  -2.3019
H  -2.5603  0.0005  -1.5320
H  -2.4650  -2.1519  -0.3527
H  -0.8037  -1.8883  -0.0242
H  -2.0648  -0.6151  0.5615
C  0.7068  -1.7598  2.5347
N  1.3928  -1.1833  1.6235
C  2.6591  -1.7320  1.1920
C  3.7998  -1.0056  1.9243
H  -0.1476  -1.2670  2.9026
H  0.8070  -2.7994  2.9274
H  2.6197  -1.4768  0.1215
H  2.7435  -2.8918  1.3348
H  3.3027  -0.6426  2.8344
H  4.6985  -1.5465  2.1973
H  4.0902  -0.1253  1.1956

***

No. 8
Below is a molecular structure, C8H18I2NOP2SV in a non-equilibrium geometry, with properties calculated with ωB97M-V/def2-TZVPD.

The calculated total energy is -83412.0419 eV. The spin multiplicity is 3. Its HOMO energy (spin up / spin down) is -16.11 / -15.94 eV. The calculation puts the energy above the lowest of the compared OMol25 structures with the same formula, charge and spin at 0.000 eV. The value obtained for the max |F| is 7.230 eV Å⁻¹. Its total charge is +2. For the frontier orbital gap (spin up / spin down), the calculation gives 6.71 / 4.51 eV. The expectation value of S² is 2.10.

Element x y z (Å)
I  0.0222  -2.5118  -0.9049
I  -0.0411  1.7628  -2.3099
V  -0.0050  0.0577  -0.2731
P  -2.3956  -0.0436  -0.2801
C  -3.3371  1.4455  0.1371
C  -3.0388  -0.5854  -1.8947
H  -4.0266  -1.0434  -1.7507
H  -4.0772  -1.4360  0.7788
H  -2.3515  -1.3197  -2.3318
H  -2.4919  -2.2730  0.6590
H  -3.1043  2.2391  -0.5814
H  -3.1202  0.2790  -2.5596
C  -2.9894  -1.3202  0.8849
H  -4.4138  1.2325  0.1198
H  -2.7396  -1.0299  1.9149
H  -3.0540  1.7902  1.1398
P  2.4137  0.0418  -0.2400
C  3.2830  1.5742  0.1805
C  3.0366  -1.1979  0.9384
H  2.4617  -1.2561  -2.2713
H  4.1089  -0.8045  -1.7208
H  3.0629  0.4092  -2.5243
C  3.0779  -0.4521  -1.8500
H  2.5809  -2.1737  0.7242
H  4.1273  -1.2743  0.8463
H  4.3689  1.3991  0.1455
H  2.9911  1.8835  1.1936
H  2.7645  -0.9062  1.9613
H  2.9996  2.3568  -0.5353
C  -0.0212  1.8161  0.5196
O  -0.0397  2.7883  1.1702
S  -0.0199  -0.5812  4.3649
C  -0.0211  -0.4670  2.7921
N  -0.0112  -0.3998  1.5918